The following is a DFT calculation (the ωB97M-V functional and the def2-TZVPD basis) of a structure of composition C41H65OP2ReSi at a distorted geometry.

Atoms and positions in Å:
Re  0.963  -0.609  0.745
C  1.416  0.884  4.301
Si  0.851  1.144  2.528
C  2.050  2.445  1.838
C  2.453  3.479  2.683
C  3.472  4.347  2.319
C  4.131  4.174  1.111
C  3.739  3.161  0.249
C  2.692  2.312  0.599
P  2.050  1.099  -0.587
C  3.489  0.344  -1.491
C  4.023  1.121  -2.711
C  3.410  0.720  -4.051
C  3.463  -0.791  -4.257
C  2.698  -1.501  -3.144
C  3.280  -1.163  -1.772
C  0.812  2.085  -1.538
C  1.334  3.339  -2.241
C  0.116  4.226  -2.563
C  -1.123  3.401  -2.956
C  -0.718  2.055  -3.551
C  0.029  1.198  -2.518
C  -0.987  1.562  2.353
C  -1.364  2.693  3.074
C  -2.593  3.308  2.883
C  -3.422  2.842  1.878
C  -3.071  1.711  1.156
C  -1.904  0.997  1.438
P  -1.530  -0.536  0.490
C  -1.271  -2.187  1.369
C  -2.349  -3.063  2.040
C  -3.037  -4.086  1.133
C  -2.029  -4.926  0.352
C  -1.084  -4.040  -0.454
C  -0.355  -3.068  0.474
C  -2.917  -0.861  -0.753
C  -3.095  0.047  -1.971
C  -4.219  -0.499  -2.871
C  -5.522  -0.686  -2.102
C  -5.280  -1.638  -0.936
C  -4.243  -1.035  0.023
H  0.835  1.544  4.951
H  2.468  1.145  4.412
H  1.268  -0.125  4.671
H  1.978  3.604  3.650
H  3.771  5.137  2.995
H  4.957  4.819  0.844
H  4.269  3.032  -0.686
H  4.244  0.422  -0.699
H  5.097  0.922  -2.757
H  3.907  2.195  -2.563
H  3.966  1.223  -4.842
H  2.373  1.059  -4.122
H  4.503  -1.128  -4.267
H  3.029  -1.052  -5.222
H  2.752  -2.581  -3.287
H  1.641  -1.222  -3.189
H  4.251  -1.655  -1.678
H  2.616  -1.599  -1.001
H  0.141  2.415  -0.731
H  1.851  3.062  -3.161
H  2.030  3.896  -1.615
H  0.394  4.897  -3.376
H  -0.119  4.853  -1.702
H  -1.715  3.957  -3.682
H  -1.767  3.237  -2.085
H  -0.071  2.235  -4.413
H  -1.592  1.519  -3.923
H  0.705  0.524  -3.045
H  -0.656  0.573  -1.936
H  -0.663  3.132  3.775
H  -2.871  4.172  3.472
H  -4.348  3.352  1.648
H  -3.714  1.420  0.348
H  -0.649  -1.839  2.209
H  -3.071  -2.459  2.589
H  -1.806  -3.634  2.801
H  -3.729  -3.616  0.436
H  -3.632  -4.737  1.774
H  -2.557  -5.598  -0.325
H  -1.451  -5.554  1.037
H  -1.638  -3.502  -1.225
H  -0.347  -4.653  -0.973
H  0.337  -2.467  -0.171
H  0.277  -3.658  1.143
H  -2.640  -1.847  -1.130
H  -2.184  0.070  -2.566
H  -3.337  1.073  -1.687
H  -3.914  -1.464  -3.284
H  -4.355  0.187  -3.707
H  -6.282  -1.101  -2.765
H  -5.906  0.273  -1.744
H  -4.924  -2.593  -1.335
H  -6.198  -1.826  -0.378
H  -4.128  -1.672  0.894
H  -4.648  -0.095  0.379
C  -0.202  -2.177  4.603
C  0.846  -2.881  3.752
O  1.552  -2.015  2.817
C  2.982  -2.071  2.928
C  3.532  -1.472  1.654
H  -0.878  -2.935  4.998
H  -0.795  -1.451  4.044
H  0.240  -1.666  5.455
H  0.391  -3.688  3.172
H  1.580  -3.338  4.414
H  3.308  -3.108  3.027
H  3.299  -1.513  3.811
H  3.235  -2.086  0.797
H  4.621  -1.452  1.667
H  3.186  -0.424  1.542

Its strongest force on any atom is 1.3 eV/Å. The total charge is +3. For the LUMO energy (alpha / beta), the calculation gives -10.1 / -10.4 eV. The spin multiplicity is 4. Its frontier orbital gap (alpha / beta) is 0.259 / 0.248 Eh. Its expectation value of S² is 3.813. The value obtained for the total energy is -74178.309 eV.

Atom charges from the Mulliken analysis, given in e for atoms 1 to 99: atom 1 (Re): 1.48, atom 2 (C): -0.86, atom 3 (Si): 0.57, atom 4 (C): 0.10, atom 5 (C): -0.84, atom 6 (C): -0.94, atom 7 (C): -0.98, atom 8 (C): -0.69, atom 9 (C): 0.93, atom 10 (P): -1.24, atom 11 (C): 0.59, atom 12 (C): -0.95, atom 13 (C): -0.28, atom 14 (C): -1.30, atom 15 (C): -0.55, atom 16 (C): -0.23, atom 17 (C): 1.48, atom 18 (C): -0.49, atom 19 (C): -1.12, atom 20 (C): -0.43, atom 21 (C): -0.85, atom 22 (C): 1.54, atom 23 (C): 0.71, atom 24 (C): -0.94, atom 25 (C): -0.94, atom 26 (C): -1.37, atom 27 (C): -0.81, atom 28 (C): 1.32, atom 29 (P): 0.99, atom 30 (C): 2.33, atom 31 (C): -1.81, atom 32 (C): -0.18, atom 33 (C): -0.89, atom 34 (C): -0.97, atom 35 (C): -1.20, atom 36 (C): 1.11, atom 37 (C): -0.16, atom 38 (C): -1.17, atom 39 (C): -0.88, atom 40 (C): -0.98, atom 41 (C): -1.21, atom 42 (H): 0.50, atom 43 (H): 0.46, atom 44 (H): 0.00, atom 45 (H): 0.42, atom 46 (H): 0.47, atom 47 (H): 0.49, atom 48 (H): 0.34, atom 49 (H): 0.84, atom 50 (H): 0.62, atom 51 (H): 0.29, atom 52 (H): 0.51, atom 53 (H): -0.18, atom 54 (H): 0.39, atom 55 (H): 0.46, atom 56 (H): 0.59, atom 57 (H): 0.07, atom 58 (H): 0.74, atom 59 (H): -0.65, atom 60 (H): -0.05, atom 61 (H): 0.30, atom 62 (H): 0.30, atom 63 (H): 0.43, atom 64 (H): 0.39, atom 65 (H): 0.60, atom 66 (H): 0.05, atom 67 (H): 0.46, atom 68 (H): 0.60, atom 69 (H): -1.20, atom 70 (H): -1.40, atom 71 (H): 0.36, atom 72 (H): 0.48, atom 73 (H): 0.51, atom 74 (H): 0.32, atom 75 (H): -1.69, atom 76 (H): 0.57, atom 77 (H): 0.47, atom 78 (H): -0.17, atom 79 (H): 0.56, atom 80 (H): 0.51, atom 81 (H): 0.34, atom 82 (H): 0.32, atom 83 (H): 0.49, atom 84 (H): 0.63, atom 85 (H): 0.53, atom 86 (H): -0.06, atom 87 (H): 0.24, atom 88 (H): 0.29, atom 89 (H): 0.35, atom 90 (H): 0.51, atom 91 (H): 0.46, atom 92 (H): 0.37, atom 93 (H): 0.31, atom 94 (H): 0.51, atom 95 (H): 0.19, atom 96 (H): 0.68, atom 97 (C): -1.17, atom 98 (C): -0.77, atom 99 (O): -0.05